Formula: C4H4N2OS
Source: the Open Molecules 2025 dataset
Level of theory: ωB97M-V/def2-TZVPD

Values from the calculation:
Highest occupied orbital energy in hartree: -0.33000
Energy relative to the best compared isomer or geometry (same formula, charge and spin) in kcal/mol: 17.3
SMILES: O=C1N=CSC=CN1
Orbital gap in eV: 9.3465

Atoms and positions in Å:
S1 1.248 -0.899 -0.910
O1 -2.516 0.349 -0.146
N1 -0.500 1.186 -0.772
N2 -0.823 0.125 1.338
C1 0.492 -0.197 1.668
C2 0.520 0.685 -1.301
C3 1.451 -0.632 0.833
C4 -1.346 0.487 0.110
H1 1.066 1.285 -2.038
H2 2.462 -0.770 1.193
H3 0.724 -0.084 2.714
H4 -1.537 -0.082 2.034